[1]
A 10-piece molecular cluster, C34H95N7O10 overall in a non-equilibrium geometry, computed with ωB97M-V/def2-TZVPD.

As for the electronic energy: -2487.79999 Ha. As for the SMILES: COC[C@H](C)N.COC[C@H](C)N.COC[C@H](C)N.COC[C@H](C)N.COC[C@H](C)N.COC[C@H](C)N.COC[C@H](C)N.CCO.CCO.CCO. The calculation puts the gap between HOMO and LUMO at 0.3487 Eh.

Each line ends with the Löwdin charge.
CARTESIAN COORDINATES (ANGSTROEM)
C: 11.580 3.180 0.671  -0.078
C: 10.669 2.025 0.999  -0.454
C: 9.151 2.394 0.873  -0.169
O: 8.812 3.513 1.709  -0.205
C: 7.447 3.875 1.657  -0.112
N: 10.965 0.949 0.098  0.017
H: 12.631 2.892 0.711  0.073
H: 11.545 3.990 1.400  0.077
H: 11.393 3.619 -0.309  0.083
H: 11.001 1.700 1.985  0.132
H: 8.538 1.558 1.209  0.115
H: 8.941 2.615 -0.174  0.124
H: 6.831 2.980 1.748  0.080
H: 7.222 4.331 0.693  0.085
H: 7.255 4.554 2.488  0.089
H: 10.499 0.108 0.406  0.070
H: 11.940 0.692 0.163  0.071
C: -7.580 1.202 -7.584  -0.082
C: -6.709 0.190 -6.910  -0.461
C: -7.146 -1.246 -7.268  -0.195
O: -8.510 -1.561 -6.922  -0.195
C: -8.981 -2.904 -7.170  -0.091
N: -5.342 0.412 -7.342  0.033
H: -8.634 1.142 -7.313  0.077
H: -7.547 1.005 -8.655  0.085
H: -7.291 2.225 -7.342  0.078
H: -6.828 0.267 -5.829  0.141
H: -6.525 -1.934 -6.694  0.118
H: -6.870 -1.415 -8.309  0.119
H: -8.970 -3.140 -8.234  0.078
H: -9.983 -3.040 -6.765  0.086
H: -8.298 -3.659 -6.781  0.077
H: -5.191 1.396 -7.170  0.066
H: -5.290 0.349 -8.349  0.067
C: 3.025 -7.523 1.097  -0.063
C: 3.851 -6.217 1.009  -0.412
C: 4.617 -5.976 -0.353  -0.173
O: 5.624 -4.924 -0.212  -0.215
C: 6.183 -4.442 -1.456  -0.098
N: 2.912 -5.129 1.237  0.016
H: 2.523 -7.565 2.064  0.073
H: 3.682 -8.389 1.015  0.068
H: 2.263 -7.661 0.330  0.074
H: 4.624 -6.105 1.768  0.133
H: 3.902 -5.724 -1.136  0.116
H: 5.131 -6.899 -0.625  0.112
H: 5.468 -4.046 -2.177  0.080
H: 6.722 -5.308 -1.840  0.081
H: 6.894 -3.634 -1.282  0.081
H: 2.245 -5.174 0.479  0.063
H: 3.337 -4.245 0.993  0.062
C: -2.423 1.096 -0.754  -0.061
C: -1.420 0.383 0.175  -0.425
C: 0.103 0.785 -0.093  -0.169
O: 0.556 0.267 -1.349  -0.208
C: 1.940 0.440 -1.513  -0.126
N: -1.741 0.697 1.531  0.022
H: -2.185 0.821 -1.782  0.075
H: -2.365 2.182 -0.680  0.075
H: -3.462 0.906 -0.487  0.069
H: -1.481 -0.695 0.030  0.130
H: 0.724 0.437 0.733  0.115
H: 0.267 1.857 -0.200  0.117
H: 2.271 0.223 -2.529  0.087
H: 2.478 -0.220 -0.833  0.082
H: 2.180 1.462 -1.222  0.082
H: -2.740 0.809 1.624  0.063
H: -1.597 -0.157 2.050  0.074
C: 2.427 3.187 6.733  -0.076
C: 2.591 4.487 7.477  -0.447
C: 3.979 5.141 7.728  -0.177
O: 4.933 4.182 8.170  -0.189
C: 6.174 4.736 8.518  -0.125
N: 1.813 5.467 6.780  0.014
H: 2.750 3.193 5.692  0.079
H: 1.361 2.959 6.737  0.079
H: 3.014 2.400 7.205  0.076
H: 2.045 4.264 8.394  0.136
H: 3.886 5.967 8.433  0.121
H: 4.338 5.623 6.818  0.117
H: 6.138 5.444 9.346  0.083
H: 6.522 5.217 7.604  0.086
H: 6.927 4.036 8.879  0.086
H: 2.188 5.522 5.844  0.068
H: 0.893 5.079 6.627  0.069
C: -1.057 -4.254 -7.962  -0.055
C: -0.114 -3.078 -7.566  -0.437
C: 0.229 -2.154 -8.754  -0.174
O: 1.129 -2.882 -9.614  -0.187
C: 1.229 -2.307 -10.841  -0.169
N: -0.774 -2.390 -6.484  0.022
H: -0.486 -4.896 -8.633  0.070
H: -1.891 -3.843 -8.531  0.071
H: -1.425 -4.818 -7.104  0.071
H: 0.797 -3.510 -7.150  0.137
H: 0.826 -1.293 -8.455  0.124
H: -0.709 -1.892 -9.242  0.121
H: 0.318 -2.211 -11.433  0.092
H: 1.932 -2.924 -11.401  0.089
H: 1.802 -1.384 -10.764  0.087
H: -0.184 -1.699 -6.043  0.068
H: -1.538 -1.837 -6.847  0.069
C: -5.297 3.960 7.828  -0.070
C: -5.136 3.073 6.566  -0.430
C: -6.472 2.536 5.975  -0.213
O: -6.283 1.796 4.775  -0.186
C: -7.476 1.517 4.051  -0.106
N: -4.403 3.878 5.600  0.035
H: -5.803 3.531 8.692  0.068
H: -5.772 4.907 7.570  0.072
H: -4.321 4.215 8.241  0.071
H: -4.553 2.185 6.810  0.134
H: -7.082 3.430 5.840  0.119
H: -6.938 1.955 6.771  0.122
H: -8.087 0.776 4.566  0.083
H: -7.234 1.156 3.051  0.085
H: -8.116 2.391 3.929  0.081
H: -4.037 3.159 4.992  0.065
H: -5.085 4.355 5.028  0.069
C: -4.203 -5.394 -2.272  -0.081
C: -2.841 -6.061 -1.897  -0.379
O: -1.819 -5.196 -1.786  -0.047
H: -4.983 -6.155 -2.261  0.067
H: -4.230 -5.051 -3.307  0.067
H: -4.510 -4.569 -1.629  0.070
H: -2.665 -6.727 -2.741  0.101
H: -2.886 -6.678 -1.000  0.113
H: -2.048 -4.582 -2.488  0.087
C: -1.143 7.084 1.031  -0.087
C: -0.228 7.165 -0.271  -0.297
O: 1.122 7.314 0.065  -0.085
H: -0.768 6.361 1.755  0.061
H: -2.147 6.713 0.824  0.062
H: -1.225 7.961 1.673  0.064
H: -0.558 8.092 -0.739  0.096
H: -0.352 6.290 -0.909  0.108
H: 1.213 7.721 0.930  0.078
C: -4.202 -4.123 5.828  -0.091
C: -3.134 -4.664 4.844  -0.312
O: -1.916 -3.942 4.913  -0.085
H: -4.501 -3.083 5.693  0.066
H: -3.913 -4.165 6.878  0.066
H: -5.118 -4.712 5.789  0.067
H: -3.515 -4.421 3.852  0.101
H: -3.035 -5.737 5.011  0.107
H: -1.197 -4.392 4.463  0.081


[2]
A 15-piece molecular cluster, C34H96BrN3O16P overall in a non-equilibrium geometry, computed with ωB97M-V/def2-TZVPD.

As for the electronic energy: -5635.62432 Ha. The calculation puts the gap between HOMO and LUMO at 0.2725 Eh. As for the total charge: +1.

Each line ends with the Löwdin charge.
CARTESIAN COORDINATES (ANGSTROEM)
C: 13.311 -2.452 2.678  -0.170
C: 12.752 -2.564 1.140  -0.265
C: 11.558 -1.507 0.756  -0.226
C: 11.239 -0.375 1.898  -0.228
C: 10.488 0.908 1.136  -0.214
C: 8.894 0.523 1.080  -0.229
C: 8.140 1.405 2.269  -0.202
C: 6.637 0.761 2.474  -0.222
C: 5.432 1.797 1.981  -0.203
C: 4.006 1.184 2.588  -0.221
C: 2.705 2.098 2.117  -0.206
C: 1.849 1.252 1.002  -0.200
C: 0.216 1.609 1.044  -0.188
C: -0.552 0.160 1.163  -0.169
C: -2.092 0.169 0.532  -0.126
N: -2.803 -1.039 1.105  -0.175
C: -3.169 -2.093 0.038  -0.075
C: -3.612 -3.439 0.927  -0.166
N: -4.920 -3.206 1.650  -0.061
C: -4.905 -1.925 2.478  -0.599
N: -6.389 -1.619 2.771  0.121
C: -6.560 -0.289 3.064  -0.063
O: -6.800 0.899 3.687  0.019
P: -4.167 -2.436 4.202  0.687
O: -5.283 -1.963 5.501  -0.381
Br: -2.257 -1.302 4.668  0.410
C: -4.114 -0.673 1.777  -0.123
H: 13.893 -3.449 2.973  0.081
H: 14.036 -1.538 2.783  0.076
H: 12.394 -2.404 3.440  0.083
H: 12.322 -3.654 1.009  0.102
H: 13.671 -2.433 0.409  0.108
H: 10.545 -2.104 0.554  0.112
H: 11.844 -1.025 -0.292  0.111
H: 12.186 0.088 2.417  0.108
H: 10.494 -0.824 2.700  0.115
H: 10.717 1.928 1.711  0.118
H: 10.884 0.965 0.026  0.103
H: 8.448 0.773 0.027  0.113
H: 8.761 -0.637 1.254  0.101
H: 8.753 1.221 3.249  0.115
H: 8.095 2.555 1.963  0.111
H: 6.607 -0.252 1.859  0.109
H: 6.438 0.466 3.600  0.109
H: 5.353 1.715 0.807  0.121
H: 5.644 2.897 2.321  0.102
H: 3.946 0.071 2.214  0.105
H: 4.052 1.126 3.776  0.116
H: 2.086 2.365 3.081  0.108
H: 3.060 3.088 1.602  0.114
H: 2.259 1.381 -0.088  0.123
H: 1.983 0.098 1.266  0.101
H: -0.067 2.211 2.034  0.118
H: -0.118 2.255 0.111  0.117
H: 0.049 -0.622 0.509  0.128
H: -0.561 -0.121 2.309  0.101
H: -2.106 0.104 -0.643  0.127
H: -2.654 1.186 0.799  0.159
H: -2.119 -1.537 1.741  0.123
H: -4.042 -1.716 -0.662  0.168
H: -2.203 -2.394 -0.556  0.157
H: -2.728 -3.693 1.668  0.130
H: -3.674 -4.341 0.166  0.149
H: -5.143 -4.040 2.271  0.122
H: -4.977 -1.008 5.700  0.032
H: -3.845 0.154 2.589  0.124
H: -4.754 -0.103 0.945  0.176
C: 7.967 5.063 3.820  -0.162
O: 9.022 4.719 2.942  -0.145
H: 7.156 4.340 3.701  0.061
H: 8.327 5.037 4.851  0.079
H: 7.599 6.062 3.576  0.078
H: 9.727 5.377 3.069  0.086
C: -3.547 2.423 5.347  -0.120
O: -3.726 1.040 5.101  -0.295
H: -2.750 2.553 6.083  0.082
H: -3.267 2.926 4.418  0.084
H: -4.475 2.847 5.738  0.083
H: -4.438 0.956 4.445  0.021
C: -0.918 -0.190 -3.483  -0.156
O: -0.800 0.816 -2.493  -0.154
H: -0.196 -0.982 -3.272  0.078
H: -1.928 -0.605 -3.463  0.073
H: -0.708 0.239 -4.466  0.085
H: -1.452 1.505 -2.707  0.095
C: -0.050 -3.011 -5.784  -0.153
O: -1.093 -2.183 -6.266  -0.141
H: 0.899 -2.666 -6.202  0.083
H: -0.009 -2.948 -4.694  0.063
H: -0.229 -4.043 -6.094  0.083
H: -1.921 -2.513 -5.879  0.085
C: -5.364 0.928 8.920  -0.144
O: -5.847 1.764 7.884  -0.129
H: -5.100 1.546 9.781  0.088
H: -6.142 0.217 9.209  0.059
H: -4.477 0.393 8.573  0.070
H: -6.072 1.188 7.134  0.067
C: -3.847 -0.279 -7.306  -0.157
O: -3.857 -0.196 -5.892  -0.145
H: -2.822 -0.446 -7.645  0.058
H: -4.476 -1.113 -7.627  0.053
H: -4.221 0.657 -7.729  0.081
H: -4.779 -0.048 -5.621  0.079
C: 2.753 0.953 -5.363  -0.151
O: 2.743 1.036 -3.950  -0.137
H: 3.778 0.786 -5.702  0.094
H: 2.124 0.119 -5.685  0.068
H: 2.379 1.889 -5.786  0.069
H: 1.821 1.184 -3.678  0.064
C: -1.343 1.196 9.632  -0.157
O: -0.740 1.870 8.543  -0.129
H: -0.806 1.450 10.548  0.086
H: -2.386 1.510 9.723  0.062
H: -1.290 0.117 9.468  0.077
H: -1.237 1.626 7.744  0.057
C: 3.029 4.810 -4.973  -0.166
O: 4.072 3.864 -4.829  -0.134
H: 3.302 5.523 -5.755  0.083
H: 2.107 4.297 -5.258  0.064
H: 2.886 5.343 -4.030  0.075
H: 3.801 3.245 -4.129  0.060
C: -6.743 -2.951 -6.660  -0.140
O: -6.140 -2.277 -7.749  -0.162
H: -6.206 -2.697 -5.744  0.075
H: -7.786 -2.637 -6.569  0.069
H: -6.690 -4.030 -6.824  0.083
H: -6.637 -2.521 -8.548  0.066
C: -7.232 0.002 -9.929  -0.145
O: -7.411 -1.381 -10.174  -0.137
H: -6.436 0.132 -9.193  0.066
H: -6.953 0.505 -10.858  0.082
H: -8.160 0.426 -9.537  0.081
H: -8.124 -1.465 -10.831  0.095
C: -10.930 -3.309 -5.600  -0.167
O: -9.888 -4.256 -5.455  -0.141
H: -10.657 -2.596 -6.382  0.076
H: -11.853 -3.822 -5.884  0.078
H: -11.073 -2.776 -4.657  0.075
H: -10.158 -4.874 -4.756  0.083
C: -7.770 -1.882 10.742  -0.172
O: -7.652 -0.876 11.731  -0.130
H: -7.048 -2.674 10.953  0.083
H: -8.780 -2.297 10.762  0.078
H: -7.560 -1.453 9.759  0.054
H: -8.304 -0.187 11.517  0.085
C: -0.523 0.808 -9.139  -0.168
O: 0.520 -0.138 -8.995  -0.128
H: -0.250 1.521 -9.921  0.083
H: -1.445 0.295 -9.424  0.068
H: -0.666 1.341 -8.196  0.073
H: 0.249 -0.757 -8.295  0.060


[3]
A 12-piece molecular cluster, C34H97N5O19 overall in a non-equilibrium geometry, computed with ωB97M-V/def2-TZVPD.

As for the electronic energy: -3056.60802 Ha. As for the SMILES: COC[C@H](C)N.COC[C@H](C)N.COC[C@H](C)N.COC[C@H](C)N.COC[C@H](C)N.OCCO.OCCO.OCCO.OCCO.OCCO.OCCO.OCCO. The calculation puts the gap between HOMO and LUMO at 0.3237 Eh.

Each line ends with the Löwdin charge.
CARTESIAN COORDINATES (ANGSTROEM)
C: 0.494 1.902 -3.738  -0.215
C: 0.097 3.339 -3.969  -0.238
O: 1.171 4.220 -4.352  -0.043
O: 0.808 1.305 -5.029  -0.070
H: -0.352 1.368 -3.306  0.091
H: 1.288 1.758 -3.005  0.111
H: -0.463 3.614 -3.075  0.097
H: -0.608 3.437 -4.794  0.123
H: 1.752 4.351 -3.599  0.081
H: -0.043 1.403 -5.463  0.071
C: 2.096 -2.180 -4.759  -0.207
C: 2.893 -0.942 -4.379  -0.234
O: 4.187 -1.260 -3.924  -0.069
O: 2.015 -3.026 -3.602  -0.080
H: 2.422 -2.825 -5.575  0.122
H: 1.093 -1.927 -5.103  0.109
H: 2.448 -0.479 -3.499  0.090
H: 2.913 -0.150 -5.128  0.117
H: 4.160 -2.203 -3.746  0.049
H: 1.539 -3.802 -3.906  0.089
C: 7.238 0.416 -0.858  -0.180
C: 8.130 0.964 -2.089  -0.175
O: 7.587 0.379 -3.256  -0.105
O: 5.981 1.079 -0.817  -0.107
H: 7.745 0.496 0.104  0.114
H: 6.895 -0.617 -0.922  0.106
H: 9.119 0.559 -1.876  0.115
H: 8.138 2.040 -2.266  0.121
H: 6.832 0.918 -3.501  0.095
H: 5.565 1.109 -1.682  0.074
C: -2.108 -3.777 1.607  -0.191
C: -1.933 -4.907 2.666  -0.256
O: -3.135 -5.595 2.835  -0.059
O: -2.522 -2.563 2.350  -0.125
H: -2.884 -4.032 0.885  0.110
H: -1.179 -3.568 1.076  0.092
H: -1.399 -4.531 3.538  0.125
H: -1.380 -5.685 2.141  0.110
H: -3.509 -5.165 3.607  0.087
H: -2.474 -1.869 1.689  -0.012
C: -5.688 -1.851 1.463  -0.309
C: -6.033 -3.016 2.365  -0.226
O: -6.322 -2.698 3.719  -0.059
O: -6.732 -0.987 1.393  -0.061
H: -5.338 -2.134 0.471  0.113
H: -4.840 -1.337 1.917  0.092
H: -5.247 -3.768 2.296  0.105
H: -6.962 -3.462 2.008  0.118
H: -7.055 -2.079 3.697  0.067
H: -6.453 -0.156 1.000  0.026
C: 2.475 0.398 4.955  -0.279
C: 2.450 -0.929 4.125  -0.213
O: 3.508 -1.832 4.472  -0.079
O: 2.005 0.163 6.206  -0.029
H: 1.974 1.262 4.518  0.113
H: 3.504 0.756 4.928  0.105
H: 2.705 -0.718 3.086  0.095
H: 1.500 -1.453 4.021  0.115
H: 3.722 -2.344 3.689  0.078
H: 2.544 -0.555 6.546  0.095
C: -3.327 0.507 -3.953  -0.195
C: -2.736 -0.845 -3.436  -0.215
O: -3.598 -1.497 -2.553  -0.078
O: -4.434 0.396 -4.892  -0.054
H: -2.475 1.038 -4.379  0.101
H: -3.648 1.137 -3.123  0.084
H: -1.737 -0.722 -3.020  0.111
H: -2.640 -1.469 -4.324  0.122
H: -4.491 -1.463 -2.905  0.083
H: -4.913 -0.400 -4.650  0.069
C: 8.094 -4.366 -4.461  -0.052
C: 7.385 -3.108 -3.843  -0.434
C: 6.339 -3.428 -2.778  -0.224
O: 5.395 -4.421 -3.091  -0.188
C: 4.534 -4.827 -2.001  -0.078
N: 8.420 -2.247 -3.353  0.041
H: 7.437 -5.214 -4.654  0.065
H: 8.752 -4.833 -3.728  0.071
H: 8.699 -4.103 -5.328  0.070
H: 6.904 -2.598 -4.677  0.129
H: 5.919 -2.454 -2.528  0.104
H: 6.935 -3.823 -1.955  0.126
H: 4.042 -5.690 -2.449  0.091
H: 3.843 -4.056 -1.659  0.070
H: 5.083 -5.130 -1.110  0.082
H: 9.191 -2.177 -4.001  0.077
H: 8.053 -1.308 -3.305  0.016
C: -1.351 0.819 1.197  -0.038
C: -1.382 -0.134 0.025  -0.422
C: -0.014 -1.000 -0.122  -0.147
O: 1.007 -0.099 -0.505  -0.189
C: 2.251 -0.759 -0.626  -0.114
N: -2.535 -0.949 0.044  0.070
H: -0.445 1.423 1.239  0.073
H: -1.307 0.273 2.139  0.083
H: -2.145 1.553 1.057  0.069
H: -1.457 0.571 -0.803  0.105
H: -0.139 -1.726 -0.925  0.116
H: 0.130 -1.541 0.813  0.117
H: 2.201 -1.665 -1.230  0.073
H: 2.670 -0.994 0.352  0.083
H: 3.018 -0.202 -1.164  0.076
H: -3.269 -0.261 0.135  0.068
H: -2.751 -1.371 -0.848  0.057
C: -6.057 0.797 -1.714  -0.054
C: -5.251 1.742 -0.869  -0.448
C: -5.148 3.130 -1.544  -0.156
O: -4.185 4.020 -0.944  -0.156
C: -2.845 3.711 -1.153  -0.123
N: -5.833 1.752 0.459  0.068
H: -7.145 0.870 -1.702  0.097
H: -5.760 -0.198 -1.383  0.071
H: -5.828 0.938 -2.770  0.063
H: -4.223 1.386 -0.795  0.103
H: -6.174 3.499 -1.548  0.132
H: -4.926 2.987 -2.601  0.114
H: -2.210 4.251 -0.450  0.100
H: -2.520 3.948 -2.166  0.078
H: -2.559 2.683 -0.933  0.054
H: -5.233 2.346 1.013  0.084
H: -6.706 2.260 0.444  0.096
C: 2.615 2.710 0.296  -0.046
C: 3.552 3.871 0.759  -0.435
C: 4.060 3.630 2.177  -0.235
O: 3.064 3.930 3.105  -0.177
C: 3.490 3.795 4.482  -0.094
N: 4.598 3.882 -0.179  0.033
H: 3.143 1.778 0.496  0.063
H: 2.299 2.654 -0.745  0.062
H: 1.701 2.710 0.889  0.066
H: 2.928 4.764 0.746  0.141
H: 4.914 4.294 2.312  0.122
H: 4.397 2.601 2.302  0.126
H: 4.002 4.696 4.819  0.077
H: 4.329 3.121 4.657  0.080
H: 2.605 3.684 5.109  0.091
H: 5.101 3.006 -0.184  0.041
H: 5.349 4.550 -0.078  0.076
C: -6.277 3.063 6.170  -0.056
C: -6.684 1.832 5.357  -0.440
C: -5.936 0.500 5.678  -0.211
O: -4.565 0.630 5.625  -0.178
C: -3.975 0.940 4.326  -0.062
N: -8.130 1.804 5.406  0.017
H: -5.340 3.478 5.798  0.068
H: -6.200 2.829 7.232  0.081
H: -7.015 3.851 6.019  0.074
H: -6.569 2.069 4.299  0.122
H: -6.231 -0.314 5.014  0.104
H: -6.090 0.207 6.716  0.130
H: -4.020 1.995 4.053  0.074
H: -4.498 0.427 3.519  0.070
H: -2.932 0.622 4.327  0.083
H: -8.445 0.924 5.023  0.063
H: -8.476 1.695 6.349  0.068


Question: Which of these has the lowest electronic energy?
Answer: C34H96BrN3O16P


Question: Which value of electronic energy does entry 2 give?
Answer: -5635.62432 Ha


Question: The highest gap between HOMO and LUMO belongs to which entry?
Answer: C34H95N7O10


Question: Among the records above, which one has the highest electronic energy?
Answer: C34H95N7O10